A structure of composition C33H44CuN3P2S2. Source: the OMol25 dataset; level of theory: ωB97M-V with the def2-TZVPD basis set.

Results
Energy above the lowest of the compared OMol25 structures with the same formula, charge and spin: 0.139 eV
Charge: -2
HOMO: -0.51 eV
Strongest force on any atom: 0.99 eV Å⁻¹
HOMO-LUMO gap: 4.8 eV

Element x y z (Å)
C (-1.19778, -2.83719, 2.37293)
H (-1.98376, 4.25095, -0.96096)
C (0.41533, 1.97302, -2.02092)
H (0.14807, 4.32849, 0.48518)
C (-2.01806, -1.65903, -4.08718)
H (-4.03181, -3.18391, 2.15396)
N (-3.57598, 1.60454, -0.79965)
H (-1.29122, -0.20621, -6.48071)
H (-0.84234, 4.40134, -2.30512)
H (-1.53728, -4.06438, -0.15512)
H (-7.82644, -0.57411, -2.94325)
N (-2.67382, -0.61333, -4.89590)
C (1.73597, -1.26630, -4.37542)
C (-4.72130, -0.35874, -1.58794)
C (-2.30584, -0.59598, -6.29250)
H (2.47556, -1.28656, -5.16942)
C (-0.22622, -1.24315, -2.29387)
H (5.15694, 0.76955, 1.96096)
C (2.68996, 0.66050, 4.88112)
H (-0.41690, -2.13309, 2.66845)
C (-5.87360, -0.92863, -2.17018)
H (-2.63007, -1.81279, -3.20477)
H (-5.86567, -1.99632, -2.35000)
H (-2.00035, -0.21163, 2.37121)
H (-2.74948, 0.69297, -3.26591)
H (-3.00730, 0.04322, -6.83856)
H (-2.09650, -3.35153, -1.67833)
C (-0.36358, 2.78143, -0.98306)
H (-3.17982, -1.24329, 3.17404)
H (-1.52535, 1.12621, -4.45966)
H (-4.04332, -2.87589, 0.41310)
H (-3.05810, -4.17305, 1.07990)
H (-2.07961, -2.57862, -4.68089)
C (-6.94324, -0.13807, -2.49182)
C (3.11195, 0.53425, 2.50503)
H (5.99679, 1.07003, 4.26547)
C (-2.78245, -0.95227, 2.18947)
S (2.64644, 0.33038, 0.82122)
C (-2.55837, 0.83687, -0.53431)
H (-7.76310, 1.86160, -2.50522)
H (1.23480, 1.42830, -1.54932)
H (-1.10915, 3.17858, 2.04920)
C (-5.79825, 1.82048, -1.67909)
H (-2.57082, 3.35792, 1.01683)
H (1.33324, 3.00092, 0.36906)
C (2.18825, 0.49953, 3.58377)
C (-4.68570, 1.02072, -1.34749)
C (0.39256, -1.44885, -4.65851)
H (-1.67050, -3.20734, 3.29663)
S (0.45305, 0.26950, 3.37949)
H (0.83272, 2.65826, -2.76828)
N (-3.66912, -1.16383, -1.26028)
H (-0.72109, -3.69614, 1.89043)
H (-2.41743, 2.02379, 2.18473)
C (-2.23408, -2.17672, 1.46698)
P (-1.16009, -1.62486, -0.21914)
C (0.64398, 3.63449, -0.19667)
P (-1.04596, 1.56719, 0.26686)
C (4.93763, 0.91017, 4.08986)
C (-1.31307, -3.32736, -0.92048)
C (-1.87752, 2.65564, 1.48050)
H (-2.06238, 3.11868, -2.30918)
Cu (0.34047, -0.10584, 0.98633)
H (1.98020, 0.62118, 5.70033)
H (-0.36531, -3.56776, -1.39888)
C (-2.53814, 0.71385, -4.33218)
H (-3.24876, 1.39459, -4.81161)
H (0.09042, -1.64651, -5.68445)
H (4.37330, 0.98633, 6.17321)
C (4.46535, 0.74258, 2.79594)
H (1.49472, -1.01360, -1.03035)
C (-3.40067, -3.14906, 1.25131)
H (1.23273, 4.22492, -0.90727)
C (-0.58107, -1.42080, -3.65127)
C (4.03613, 0.86598, 5.14845)
H (-0.20870, 1.24132, -2.53517)
C (-1.38092, 3.68455, -1.67351)
C (1.14728, -1.10523, -2.05465)
H (3.15662, -0.96146, -2.78101)
C (2.11380, -1.09344, -3.05092)
H (-2.36750, -1.60416, -6.70872)
H (-3.60869, -0.48011, 1.64461)
H (-5.73136, 2.88231, -1.47619)
C (-6.90787, 1.25040, -2.24321)
C (-2.60353, -0.61029, -0.74943)

=====

A structure of composition CH4N2OS in a non-equilibrium geometry. Source: the OMol25 dataset; level of theory: ωB97M-V with the def2-TZVPD basis set.

Results
Energy above the lowest of the compared OMol25 structures with the same formula, charge and spin: 3.210 eV
HOMO (alpha / beta): -8.71 / -8.71 eV
Strongest force on any atom: 4.37 eV Å⁻¹
HOMO-LUMO gap (alpha / beta): 8.5 / 8.5 eV

Element x y z (Å)
H (-1.54776, 1.43765, -0.95304)
O (-0.20914, -2.53225, -0.77462)
C (-0.19485, -1.84543, 0.20965)
H (-0.61647, 2.37639, -1.71109)
S (0.64381, 1.12336, -0.28047)
H (-0.56866, -0.74587, 1.87476)
N (-0.31662, -1.51280, 1.34118)
H (0.55441, -0.59965, -0.43133)
N (-0.64313, 1.88288, -0.86094)

=====

A structure of composition C32H67BCl26O3P in a non-equilibrium geometry. Source: the OMol25 dataset; level of theory: ωB97M-V with the def2-TZVPD basis set.

Results
Charge: +1
HOMO: -11.15 eV
Strongest force on any atom: 2.86 eV Å⁻¹
HOMO-LUMO gap: 7.7 eV

Element x y z (Å)
H (1.30018, 1.82085, 1.79506)
C (-5.02748, 2.09435, 5.59236)
Cl (0.56497, -9.06369, 0.24485)
H (1.97846, 5.53780, 3.01293)
H (-0.93511, -10.42179, -6.51108)
C (-1.21289, 0.39496, -0.29138)
Cl (-4.66447, 0.36052, 5.80205)
H (8.06279, 3.55857, -0.98735)
Cl (4.88087, 2.05197, -2.41182)
Cl (0.28247, 9.11976, 3.62727)
H (10.08230, 9.39484, -2.96525)
H (-0.57891, 7.41918, 5.80416)
H (1.15409, -2.23777, 5.20526)
H (-0.72309, -2.04049, 0.64523)
C (-11.05916, 0.54032, 5.04925)
H (0.14535, 5.06406, 1.33327)
Cl (4.28413, 1.64610, -5.74536)
H (0.90375, 1.16782, -0.41029)
H (-3.70951, -13.87641, -9.91846)
H (-1.36080, -1.91626, 5.10074)
C (-1.30765, 8.89184, 4.39930)
Cl (-3.94742, -17.13841, -8.20215)
H (-4.72446, -16.18162, -10.21291)
H (12.67381, 10.19195, -0.36171)
Cl (1.03207, 6.29140, -0.47785)
H (5.74255, 4.32281, 0.86995)
C (2.13567, 5.63517, 1.93892)
H (-2.53027, -9.32294, -8.14844)
H (9.16834, 7.20295, -2.41556)
Cl (10.46943, 9.36921, -0.53409)
H (-4.19079, 0.73553, 2.04084)
H (-0.30149, -7.21795, 2.29567)
H (-5.56473, -0.19069, 2.69330)
Cl (7.36330, 5.81139, -1.01176)
Cl (-2.41262, -7.52942, -3.69512)
Cl (-2.39154, -12.09676, -5.71440)
Cl (10.07519, 5.88557, -4.12841)
H (-4.49436, 2.62681, 6.37953)
C (-4.75682, -1.07279, 0.85914)
Cl (11.79381, 8.81567, -4.45418)
H (-5.17819, -0.40916, 0.07399)
C (-6.50671, 2.37982, 5.69151)
C (4.32980, 3.29763, -3.56571)
C (-3.88200, -15.97917, -9.55358)
O (-0.96698, 3.23418, 2.24677)
Cl (-1.42105, 6.19379, 3.97188)
H (-3.46515, -4.92838, -2.98229)
C (-0.02526, 1.31954, 0.17030)
H (-2.33662, 7.51657, 5.67799)
H (3.00380, 3.53778, -5.22711)
H (-6.67553, 3.45640, 5.69060)
H (-1.43291, 9.70470, 5.11430)
C (-2.01796, -10.51598, -6.44570)
H (-3.10439, -14.36971, -8.33607)
H (-2.67315, -3.18512, -0.72295)
H (10.41580, 12.26479, -0.55807)
C (-0.68365, 2.12491, 2.51562)
C (1.43096, -8.31187, 1.60676)
B (-3.39839, -1.77383, 0.42609)
H (-2.11540, 0.99132, -0.54721)
H (-3.60512, -7.70098, -1.66904)
H (1.23178, -6.69279, 2.99235)
C (0.75282, -7.04937, 2.08227)
Cl (0.87126, -5.73396, 0.88337)
C (11.69565, 10.58554, -0.09071)
H (0.50147, 0.26776, 2.11137)
O (-1.23717, 1.54646, 3.64226)
C (7.12150, 4.06129, -0.76988)
H (-10.51361, 1.47313, 5.19186)
H (3.79562, 4.05146, -2.98645)
H (-5.49705, -1.89006, 1.03068)
Cl (-7.41264, 1.71224, 4.30851)
C (10.20396, 8.58599, -3.68489)
C (-1.40652, 7.56430, 5.11194)
H (2.85407, 6.43595, 1.77213)
Cl (-1.96312, -11.42035, -9.02513)
C (11.43257, 11.92247, -0.74380)
H (-12.92971, 1.42578, 4.42456)
H (2.45577, -8.12129, 1.29232)
C (-3.66179, -7.03322, -2.52725)
H (-4.62187, 2.41087, 4.63259)
H (-0.34699, 2.36542, -0.04044)
H (-1.61660, -0.55311, 2.18109)
H (-3.89550, -0.85118, 2.91379)
Cl (7.86332, 4.04127, 1.86479)
H (6.38364, 3.73927, -1.50413)
H (12.12136, 12.66799, -0.34664)
H (-4.62640, -7.18253, -3.01163)
C (-2.67229, -10.34454, -7.79562)
H (-0.89220, -0.08128, -1.24972)
H (-2.38564, -9.75431, -5.75719)
Cl (-0.61549, -2.27549, 2.89583)
C (0.82212, 5.91191, 1.25301)
Cl (1.20613, -4.53552, 4.69808)
Cl (11.68454, 11.87222, -2.50685)
P (-1.65794, -0.99138, 0.85547)
H (6.36663, 2.68199, 0.67998)
H (-11.76116, 1.16686, 3.12652)
O (-3.50750, -2.96484, -0.25326)
H (-10.35364, -0.21901, 4.71574)
C (-3.88286, -14.54614, -9.07659)
C (-12.16906, 0.74543, 4.04546)
C (6.62644, 3.73908, 0.61756)
H (-0.59397, 0.94936, 4.06218)
C (-4.56859, -0.29683, 2.22396)
H (-1.53522, -3.60731, 4.62490)
Cl (2.87026, 4.10487, 1.37995)
H (-2.07317, 8.99167, 3.63168)
H (9.43857, 8.69583, -4.45209)
H (0.25664, -3.20897, 6.37534)
C (-0.86155, -2.75255, 4.60974)
H (-6.93379, 1.96888, 6.60479)
H (-3.74195, -10.54344, -7.74964)
H (2.59414, 2.16993, -4.18806)
H (-2.96232, -16.18352, -10.10174)
C (-3.51509, -5.58766, -2.11717)
H (11.65942, 10.69048, 0.99353)
C (0.32974, 1.27775, 1.68800)
H (10.92454, 7.09616, -2.29030)
H (5.21110, 3.76502, -4.00258)
Cl (-11.67782, 0.05452, 6.64747)
H (1.45158, -9.04432, 2.41361)
H (0.34202, 6.77594, 1.71064)
H (-4.36768, -5.28652, -1.50844)
C (10.09880, 7.25121, -2.98154)
C (3.41946, 2.72825, -4.62733)
Cl (-12.96660, -0.78455, 3.60356)
Cl (-5.44446, -14.07641, -8.35684)
C (0.44144, -3.05466, 5.31255)
Cl (-2.05127, -5.31908, -1.12913)

=====

A cluster of 2 separate species, C4H7BrF2 in total in a non-equilibrium geometry. Source: the OMol25 dataset; level of theory: ωB97M-V with the def2-TZVPD basis set.

Results
Energy above the lowest of the compared OMol25 structures with the same formula, charge and spin: 4.405 eV
HOMO (alpha / beta): -7.25 / -9.66 eV
Strongest force on any atom: 5.04 eV Å⁻¹
HOMO-LUMO gap (alpha / beta): 6.8 / 10.4 eV

Element x y z (Å)
C (-0.34942, -0.86361, 1.37552)
H (0.69365, -0.39682, 1.35110)
H (-0.34984, -1.85977, 1.53562)
C (-0.32817, -1.04195, -1.22417)
Br (-2.50556, 0.46868, 0.02475)
F (1.46521, 1.65736, 1.01712)
H (1.07044, 3.22400, -0.14859)
C (0.95692, 2.08816, -0.17673)
H (-0.84107, -0.38730, 2.10019)
H (0.48122, -0.44078, -1.37273)
C (-0.97645, -0.64230, 0.05917)
H (-1.05477, -0.99552, -2.16058)
F (1.59572, 1.27293, -1.02156)
H (0.14213, -2.08309, -1.35912)